Entry 1:
9
Properties=species:S:1:pos:R:3:lowdin_charge:R:1 method="wB97M-V/def2-TZVPD" homo_energy_ev=-2.6758 total_charge=-1 lumo_energy_ha=0.1495 spin_multiplicity=1 smiles="O=CC[N-]S"
S -0.5485 2.0234 0.5162 0.410
O 1.7600 -0.5711 -0.1687 -0.087
N -0.9997 0.4454 0.5269 -0.629
C 0.5961 -0.8989 0.0909 -0.380
C -0.5833 -0.3409 -0.6616 -0.401
H 0.4105 -1.3885 0.9722 0.064
H -1.3058 -1.1165 -0.9088 0.068
H 0.7808 1.8760 1.2432 -0.136
H -0.1101 -0.0287 -1.6102 0.091

Entry 2:
9
Properties=species:S:1:pos:R:3:lowdin_charge:R:1 method="wB97M-V/def2-TZVPD" homo_energy_ev=-2.6151 total_charge=-1 lumo_energy_ha=0.1526 spin_multiplicity=1
S 2.8143 -1.1379 0.4239 0.284
O 2.1900 0.5868 -1.3231 -0.319
N 2.1867 0.2646 -0.0832 -0.792
C -0.2295 -0.2704 0.3839 -0.170
C 0.0604 1.0341 0.2258 -0.125
H 0.1695 1.7575 0.9797 0.033
H -0.3712 -0.7726 1.2778 0.000
H -0.0281 1.3398 -0.8271 0.052
H -0.2258 -0.9967 -0.4041 0.035

Entry 3:
8
Properties=species:S:1:pos:R:3:lowdin_charge:R:1 method="wB97M-V/def2-TZVPD" homo_energy_ev=-9.0983 lumo_energy_ha=0.0090 spin_multiplicity=1 smiles="[H]/N=P/C=C"
P -0.6430 -0.2250 -0.5983 0.750
N -1.3576 -1.0469 0.4432 -0.319
C 0.9277 1.0936 0.8699 -0.090
C -0.4597 1.1576 0.5375 -0.419
H -1.2586 1.2917 1.2277 0.023
H 1.3032 1.1464 1.9179 0.069
H -1.4951 -2.0445 0.3528 -0.028
H 1.2287 0.6470 -0.2325 0.014

Entry 4:
8
Properties=species:S:1:pos:R:3:lowdin_charge:R:1 method="wB97M-V/def2-TZVPD" homo_energy_ev="-9.0366 / -9.0508" lumo_energy_ha="-0.0607 / -0.0611" spin_multiplicity=1
P -2.6813 -1.2515 0.4508 0.385
N 1.0803 0.2941 1.9221 0.131
C 0.9370 0.4472 0.8121 -0.297
C 0.6023 0.6416 -0.6019 -0.066
H -0.4129 0.6446 -0.8098 0.023
H -1.6000 -2.1858 0.1834 -0.319
H 1.0330 1.5853 -0.8804 0.082
H 1.0416 -0.1756 -1.0762 0.061

Entry 5:
8
Properties=species:S:1:pos:R:3:lowdin_charge:R:1 method="wB97M-V/def2-TZVPD" homo_energy_ev="-8.8216 / -7.7926" lumo_energy_ha="-0.0124 / 0.0062" spin_multiplicity=1
P 1.4278 -0.9073 0.5704 0.784
N 1.7392 0.2909 -0.7365 -0.217
C -1.6919 -0.5077 -0.2760 0.036
C 1.6638 0.8351 0.3473 -0.584
H -1.9682 -0.7832 0.7280 -0.028
H -1.4910 0.4695 -0.4502 -0.068
H -1.3826 -1.3032 -0.9511 -0.019
H 1.7029 1.9059 0.7679 0.096

Entry 6:
8
Properties=species:S:1:pos:R:3:lowdin_charge:R:1 method="wB97M-V/def2-TZVPD" homo_energy_ev="-7.0015 / -6.9988" lumo_energy_ha="-0.0098 / -0.0097" spin_multiplicity=1
P 1.4167 1.0683 -1.8409 0.542
N 0.4203 0.2652 -0.7312 -0.591
C 0.3280 0.1864 0.7326 -0.216
C -0.7937 -0.5095 -0.0891 -0.067
H -1.7031 -0.2775 -0.5195 0.064
H -0.7210 -1.5474 -0.1466 0.062
H 0.9215 -0.4097 1.4411 0.098
H 0.1313 1.2243 1.1536 0.108

Entry 7:
8
Properties=species:S:1:pos:R:3:lowdin_charge:R:1 method="wB97M-V/def2-TZVPD" homo_energy_ev=-9.6399 lumo_energy_ha=0.0049 spin_multiplicity=1 smiles="C#P.C=N"
P 2.8137 -0.2342 0.7266 0.708
N -0.7892 0.2135 0.2865 -0.005
C 2.2013 0.8338 -0.2039 -0.549
C -0.2603 -0.4376 -0.5753 -0.309
H -0.3781 -0.0955 -1.6246 0.071
H 0.3066 -1.4110 -0.4721 0.057
H -0.8356 -0.2557 1.2559 0.086
H 2.1960 1.7715 -0.7180 -0.059

Entry 8:
10
Properties=species:S:1:pos:R:3:lowdin_spin:R:1 method="wB97M-V/def2-TZVPD" homo_energy_ev="0.0440 / -3.9308" total_charge=-1 lumo_energy_ha="0.1133 / 0.1154" spin_multiplicity=4
Ni 0.8033 0.0583 1.5686 1.646
O -0.6558 -1.4324 1.2037 0.366
O -0.6831 1.2070 1.2816 0.137
O 1.6662 0.1094 -0.1528 0.119
C -1.6142 0.6079 0.4858 0.107
C -1.6329 -0.8638 0.7045 0.499
H -2.6584 0.9495 0.6821 0.020
H -2.4422 -1.4554 0.2344 0.052
H 1.4341 -0.5255 -0.8330 0.005
H -1.3515 0.7431 -0.6710 0.048

Entry 9:
8
Properties=species:S:1:pos:R:3:lowdin_charge:R:1 method="wB97M-V/def2-TZVPD" homo_energy_ev=-10.6302 lumo_energy_ha=0.0325 spin_multiplicity=1 smiles="O=CCO"
O 0.8816 -1.2047 0.1928 -0.082
O -0.0380 0.3112 -1.6507 0.043
C -0.3544 0.7002 -0.5498 -0.219
C 0.0397 -0.1305 0.6522 -0.209
H 0.3583 0.6047 1.4498 0.136
H 0.7703 -1.2924 -0.7839 0.088
H -0.7799 -0.6602 1.1324 0.116
H -0.8775 1.6717 -0.4428 0.127

Entry 10:
8
Properties=species:S:1:pos:R:3:lowdin_charge:R:1 method="wB97M-V/def2-TZVPD" homo_energy_ev="-9.2481 / -9.3638" lumo_energy_ha="-0.0370 / -0.0351" spin_multiplicity=1
O 2.2204 0.1290 -0.0333 -0.174
O 3.6777 0.0725 -0.0663 -0.151
C 1.0744 -0.6152 0.1929 0.054
C -0.1072 0.3570 -0.0727 -0.016
H 1.0704 -1.4403 0.7921 0.090
H 0.2984 1.3242 0.0804 0.081
H -0.6103 0.0854 -0.9571 0.072
H -0.8336 0.3135 0.6449 0.043

Entry 11:
8
Properties=species:S:1:pos:R:3:lowdin_charge:R:1 method="wB97M-V/def2-TZVPD" homo_energy_ev=-10.4045 lumo_energy_ha=0.0109 spin_multiplicity=1 smiles="C=O.C=O"
O 0.9560 -3.4890 3.8307 -0.036
O -1.3296 3.7144 -4.0725 -0.077
C -1.8894 2.6833 -3.5496 -0.078
C 1.8506 -2.6942 3.5371 -0.125
H 2.5543 -2.2745 4.2948 0.081
H -2.2451 2.7297 -2.4928 0.077
H -1.8759 1.6772 -4.0322 0.079
H 1.9790 -2.3469 2.4844 0.080

Entry 12:
8
Properties=species:S:1:pos:R:3:lowdin_charge:R:1 method="wB97M-V/def2-TZVPD" homo_energy_ev="-9.3575 / -9.3578" lumo_energy_ha="-0.0244 / -0.0244" spin_multiplicity=1
O -3.0689 -1.9776 -1.0425 -0.163
O -1.7742 -1.1974 -0.7273 -0.131
C -1.0859 -0.3463 0.0650 -0.040
C 0.3411 -0.0224 -0.1287 -0.024
H -1.4097 0.0724 0.9415 0.097
H 0.7066 0.8032 0.4900 0.098
H 0.8014 -0.9023 0.0050 0.053
H 0.4058 0.4356 -1.1279 0.111

Entry 13:
9
Properties=species:S:1:pos:R:3:lowdin_charge:R:1 method="wB97M-V/def2-TZVPD" homo_energy_ev=-2.5067 total_charge=-1 lumo_energy_ha=0.1670 spin_multiplicity=1
P -2.3259 -0.0644 0.4803 0.523
O -1.4575 1.3038 -0.1057 -0.459
O -3.2523 -0.4215 -0.6464 -0.592
C -0.4908 -0.6142 0.1792 -0.343
C -0.1088 0.8671 -0.0790 -0.394
H 0.5683 1.4127 0.8039 0.117
H -0.4253 -1.0846 -0.7354 0.009
H 0.1197 -1.0445 0.9893 0.039
H 0.3739 1.0255 -1.1456 0.101

Entry 14:
9
Properties=species:S:1:pos:R:3:lowdin_charge:R:1 method="wB97M-V/def2-TZVPD" homo_energy_ev=-9.4149 lumo_energy_ha=0.0286 spin_multiplicity=1
S 2.1970 0.0257 -0.4176 0.911
O 1.4599 -1.3915 0.2130 -0.347
O 3.1061 0.4989 0.5538 -0.436
C 0.4772 0.6763 -0.2343 -0.249
C 0.1164 -0.8593 0.0334 -0.279
H 0.4793 1.1660 0.7407 0.076
H -0.1514 1.2843 -0.9658 0.110
H -0.3593 -1.4784 -0.8290 0.138
H -0.4819 -0.9137 0.8879 0.076

Entry 15:
9
Properties=species:S:1:pos:R:3:lowdin_charge:R:1 method="wB97M-V/def2-TZVPD" homo_energy_ev=-9.9887 lumo_energy_ha=0.0124 spin_multiplicity=1 smiles="O=C(S)CO"
S 0.9464 0.9925 0.1643 0.996
O 0.2143 -0.6766 1.7318 -0.046
O -1.1100 -0.4173 -1.7326 0.027
C -0.9245 -0.6178 -0.4465 -0.382
C 0.0540 -0.2216 0.5732 -0.984
H -0.5743 -1.0222 -2.1749 0.084
H -1.8022 -0.3702 0.1205 0.132
H -1.0939 -1.7683 -0.0642 0.191
H 0.7180 1.0689 -1.2630 -0.018

Entry 16:
9
Properties=species:S:1:pos:R:3:lowdin_charge:R:1 method="wB97M-V/def2-TZVPD" homo_energy_ev="-8.1932 / -8.1713" lumo_energy_ha="-0.0691 / -0.0653" spin_multiplicity=1
S 2.3332 -0.0724 -0.5396 0.757
O -1.1781 1.0398 0.3005 -0.143
O 2.5160 -1.5373 -0.1983 -0.655
C -0.2265 1.6959 0.6437 -0.035
C -1.0746 -0.3446 -0.1096 -0.025
H 0.7619 1.1575 0.6105 -0.085
H 0.0114 -0.4794 -0.0535 -0.001
H -1.3726 -0.6013 -1.1348 0.105
H -1.7707 -0.8580 0.4811 0.081

Entry 17:
9
Properties=species:S:1:pos:R:3:lowdin_spin:R:1 method="wB97M-V/def2-TZVPD" homo_energy_ev="-7.8809 / -9.0025" lumo_energy_ha="0.0039 / -0.0337" spin_multiplicity=3
S 2.3015 -0.3652 1.7499 0.707
O 2.1342 -1.7735 2.2774 0.529
O 0.1295 0.7289 -0.1107 0.203
C -0.8678 0.7263 -1.1400 0.004
C 0.1485 -0.2152 0.7984 0.497
H -1.2184 1.7965 -1.3616 -0.001
H -0.0630 -1.2383 0.5272 0.051
H -0.6725 0.0165 -1.9878 0.004
H -1.8921 0.3240 -0.7527 0.005

Entry 18:
9
Properties=species:S:1:pos:R:3:lowdin_charge:R:1 method="wB97M-V/def2-TZVPD" homo_energy_ev=-10.6587 lumo_energy_ha=0.0092 spin_multiplicity=1 smiles="O=C(O)CO"
O 1.7471 0.1506 0.6160 0.125
O 0.1658 -1.3531 0.3777 0.100
O -1.5750 0.3660 -0.9676 -0.126
C 0.6703 -0.1379 0.1892 -0.561
C -0.4947 0.8238 -0.1112 -0.174
H -0.0173 1.5338 -0.8670 0.143
H -0.6331 1.1955 1.0164 0.179
H -2.2632 1.1497 -1.1741 0.170
H -0.8428 -1.3022 0.3480 0.143

Entry 19:
10
Properties=species:S:1:pos:R:3:lowdin_charge:R:1 method="wB97M-V/def2-TZVPD" homo_energy_ev="-3.3627 / -3.3667" total_charge=-1 lumo_energy_ha="0.0912 / 0.0912" spin_multiplicity=1
P -0.5845 -0.6910 -0.1204 0.936
O -0.7480 0.1734 2.0246 -0.065
O -1.3732 0.0218 -3.3854 -0.668
O -0.1298 -2.0612 -0.1047 -0.414
C 1.4221 0.9285 1.2600 -0.051
C 0.2003 0.4461 1.3217 -0.667
H -1.8709 -0.6406 0.2105 -0.036
H -0.8891 -0.6941 -3.9620 -0.137
H 1.8228 1.3209 2.2459 0.064
H 2.1504 1.1962 0.5097 0.039

Entry 20:
10
Properties=species:S:1:pos:R:3:lowdin_spin:R:1 method="wB97M-V/def2-TZVPD" homo_energy_ev="-1.7570 / -4.9312" total_charge=-1 lumo_energy_ha="0.1348 / 0.1049" spin_multiplicity=3
P -2.0321 0.8114 0.8416 0.450
O -3.0713 -0.2227 0.5776 0.184
O -2.0803 2.1246 0.1215 0.182
O 1.5218 -1.6466 1.0278 0.275
C 0.9943 -0.9067 0.2210 0.591
C 1.5972 -0.3812 -1.0634 0.139
H -1.9989 0.9073 2.3771 0.155
H 0.8995 -0.1269 -1.8668 0.004
H 2.2806 -1.1472 -1.4720 0.016
H 1.8892 0.5880 -0.7643 0.003

How do the records compare in energy above the lowest of the compared OMol25 structures with the same formula, charge and spin? In the order shown, they have 1.8; 32.9; 56.9; 54.8; 87.8; 70.8; 54.8; 0.0; 36.4; 166.6; 64.4; 170.8; 27.9; 56.0; 62.5; 148.6; 68.0; 38.7; 140.8; 8.4 kcal per mole.